1.
Below is a 2-piece molecular cluster, C6H15N2O overall at a distorted geometry, with properties calculated with the ωB97M-V functional and the def2-TZVPD basis.

```
24
Properties=species:S:1:pos:R:3:forces:R:3
O -2.126 -1.929 0.091 0.26 0.24 -2.22
N -0.933 -1.860 -1.821 -0.73 -0.67 -1.03
N 0.365 1.377 0.156 7.12 -0.93 3.16
C -2.179 -1.870 1.483 0.50 -1.61 1.95
C -1.003 -2.063 -0.510 1.36 0.57 -1.28
C 2.355 2.350 -0.849 1.32 0.84 0.89
C 1.026 2.602 -0.265 -1.45 1.62 0.32
C 0.252 -2.299 0.199 -2.45 -0.31 3.78
C -0.759 0.810 0.053 -4.56 -0.67 -1.43
H -1.660 -1.026 1.931 0.34 -0.02 -0.34
H 2.330 1.643 -1.644 -0.12 -0.24 -0.97
H -0.149 -2.166 -2.474 -1.36 0.64 1.79
H 1.005 0.954 0.954 -1.66 1.14 -2.04
H 2.740 3.336 -1.115 0.18 -0.22 -0.59
H -3.207 -1.728 1.638 -1.34 0.06 0.69
H 0.228 -3.044 1.028 -0.20 -0.05 -1.06
H 3.064 1.993 -0.137 0.56 -0.55 0.73
H 1.033 -2.403 -0.413 3.00 -0.65 -2.37
H -1.864 -2.871 1.917 -0.32 1.31 -0.36
H 1.026 3.108 0.756 0.44 0.65 -1.85
H -1.490 1.252 -0.597 -1.01 -0.51 0.01
H 0.414 -1.421 0.804 0.13 0.76 0.01
H 0.584 3.215 -1.130 -0.78 -1.02 1.87
H -1.797 -1.532 -2.284 0.78 -0.37 0.31
```
Positions in Å, forces in eV/Å.

Values from the calculation:
HOMO-LUMO gap (spin up / spin down), eV: 5.453 / 9.741
HOMO energy (spin up / spin down), eV: -8.8 / -13.9
Charge: +1
Energy above the lowest of the compared OMol25 structures with the same formula, charge and spin, kJ/mol: 120.07
Lowest unoccupied orbital energy (spin up / spin down), eV: -3.3 / -4.2
Multiplicity: 3

2.
Below is a 2-piece molecular cluster, C6H15N2O2 overall at a distorted geometry, with properties calculated with the ωB97M-V functional and the def2-TZVPD basis.

```
25
Properties=species:S:1:pos:R:3:forces:R:3
O 0.775 -2.283 -1.495 0.13 -1.10 -0.38
O -1.443 2.265 0.935 0.89 -0.41 1.57
N -0.365 -0.370 -0.198 1.05 -4.15 0.16
N 0.823 -2.628 0.801 -2.34 2.58 3.17
C 1.876 0.890 -0.521 -0.14 -1.46 1.97
C -0.859 -0.177 -1.576 0.45 -1.81 0.23
C 0.551 -2.163 -0.365 -0.22 3.09 -1.57
C 0.575 0.639 0.273 -0.58 1.79 2.70
C -1.433 -0.648 0.761 -1.84 -0.17 0.31
C -0.174 2.034 0.365 2.11 1.88 -1.94
H -1.312 2.439 1.903 -0.34 -0.16 -1.20
H -1.227 0.788 -1.563 -0.56 2.10 -0.78
H 0.633 2.786 0.737 -1.40 -1.21 -0.38
H -1.208 -0.775 1.847 0.82 0.11 -0.86
H -0.014 -0.389 -2.233 -0.26 0.58 -0.16
H -0.285 2.300 -0.735 0.00 0.02 1.31
H 2.712 1.055 0.227 -0.80 -0.62 -1.23
H 1.847 1.712 -1.160 -0.40 1.73 -0.82
H -2.003 -1.584 0.462 0.51 1.39 0.10
H 0.814 0.324 1.345 -0.08 0.25 -1.37
H 0.297 -2.200 1.641 1.33 -1.07 -1.90
H -1.693 -0.829 -1.899 0.55 -0.02 0.76
H -2.019 0.281 0.755 -0.64 -0.75 0.08
H 1.965 0.063 -1.206 0.94 -0.61 0.08
H 1.167 -3.530 0.899 0.86 -1.98 0.16
```
Positions in Å, forces in eV/Å.

Values from the calculation:
HOMO-LUMO gap, eV: 10.092
HOMO energy, eV: -13.5
Charge: +1
Energy above the lowest of the compared OMol25 structures with the same formula, charge and spin, kJ/mol: 363.86
Lowest unoccupied orbital energy, eV: -3.4

3.
Below is a 2-piece molecular cluster, C6H15N2OS2 overall at a distorted geometry, with properties calculated with the ωB97M-V functional and the def2-TZVPD basis.

```
26
Properties=species:S:1:pos:R:3:forces:R:3
S 1.068 0.000 -3.260 1.49 0.35 -1.35
S -0.160 2.167 1.424 -0.14 1.70 -0.48
O -2.339 -0.947 -0.558 0.58 0.42 -0.23
N 0.493 -1.447 1.411 1.40 -1.43 2.53
N 0.231 -1.322 -1.088 -2.50 0.21 -0.20
C -2.369 -0.873 1.806 -2.83 2.78 -0.47
C 0.399 0.044 -0.577 3.07 -0.34 1.54
C 1.853 0.661 -0.632 -0.06 -2.09 1.56
C -1.700 -0.840 0.459 -1.32 -1.17 0.64
C -0.173 -0.847 0.440 -1.25 -1.20 -1.73
C 1.937 1.172 -2.057 -0.96 -0.37 -0.17
H 2.914 1.493 -2.331 0.67 0.00 -0.51
H -3.297 -1.564 1.797 1.76 1.11 0.07
H -0.315 0.707 -0.913 -1.48 1.19 -1.14
H -2.799 0.271 2.013 0.95 -2.87 -0.67
H 1.434 -1.109 1.417 0.65 -0.42 0.71
H 1.905 -0.105 -4.360 -0.36 0.50 1.06
H 0.338 3.353 0.880 -0.59 -1.08 0.41
H 0.627 2.307 2.468 0.35 -0.04 0.65
H -1.672 -1.000 2.584 0.56 -0.60 1.06
H 1.254 2.010 -2.076 0.17 0.53 -0.17
H 2.092 1.440 0.170 -0.90 -0.88 -1.43
H 2.547 -0.192 -0.322 -0.47 0.91 -1.01
H -0.592 -1.484 -1.679 0.09 0.46 0.25
H 0.333 -2.411 1.862 -0.04 2.34 -1.37
H 0.955 -1.938 -1.391 1.16 -0.01 0.47
```
Positions in Å, forces in eV/Å.

Values from the calculation:
HOMO-LUMO gap, eV: 9.388
HOMO energy, eV: -12.6
Charge: +1
Energy above the lowest of the compared OMol25 structures with the same formula, charge and spin, kJ/mol: 29.15
Lowest unoccupied orbital energy, eV: -3.2

4.
Below is a 2-piece molecular cluster, C6H15N2Si overall at a distorted geometry, with properties calculated with the ωB97M-V functional and the def2-TZVPD basis.

```
24
Properties=species:S:1:pos:R:3:forces:R:3
Si 2.322 1.833 0.057 -0.30 -0.11 -0.91
N -3.101 -0.068 0.604 3.62 2.01 -2.35
N -0.857 0.142 0.029 -1.82 -0.84 0.10
C -1.562 1.231 -0.738 -1.90 -0.89 0.54
C -3.102 1.214 -0.211 0.58 -1.63 -0.08
C 1.696 -2.564 -0.102 -0.22 1.30 -2.29
C 1.857 0.061 -0.444 -2.22 -2.25 -1.23
C 2.102 -1.126 0.386 -1.27 -0.86 0.63
C -1.802 -0.532 0.666 -0.51 -0.30 -0.37
H 1.777 1.753 1.373 -0.39 0.44 0.88
H 1.525 -0.957 1.375 0.54 0.20 -1.30
H 3.765 1.746 0.083 0.54 0.13 -0.08
H -3.860 -0.212 1.183 -1.26 -0.98 1.59
H 1.991 -3.370 0.567 -0.67 0.33 0.41
H 0.624 -2.410 -0.387 0.56 -0.97 0.81
H 3.080 -1.093 0.803 1.35 0.23 0.28
H -1.058 2.159 -0.515 -0.12 0.39 -0.27
H -3.311 2.097 0.397 -0.22 -0.23 -0.08
H -1.637 1.025 -1.826 0.71 0.06 0.63
H 1.739 2.769 -0.944 0.17 -0.20 0.43
H -1.714 -1.563 1.121 0.54 1.48 -0.17
H 2.141 -2.899 -1.090 -0.03 0.89 1.00
H 1.296 -0.211 -1.427 1.18 0.69 1.53
H -3.910 0.978 -0.960 1.14 1.09 0.29
```
Positions in Å, forces in eV/Å.

Values from the calculation:
HOMO-LUMO gap, eV: 6.313
HOMO energy, eV: -12.2
Charge: +1
Energy above the lowest of the compared OMol25 structures with the same formula, charge and spin, kJ/mol: 425.89
Lowest unoccupied orbital energy, eV: -5.9

5.
Below is a 2-piece molecular cluster, C6H15N3 overall at a distorted geometry, with properties calculated with the ωB97M-V functional and the def2-TZVPD basis.

```
24
Properties=species:S:1:pos:R:3:forces:R:3
N -2.030 0.498 0.769 1.05 2.36 -0.94
N 1.895 -0.740 -1.741 -0.06 -0.03 0.20
N 0.084 1.738 -0.008 0.99 -0.86 -0.39
C 0.967 0.100 -1.521 -0.39 -0.52 -0.21
C -1.421 -0.751 0.665 1.84 0.00 -0.44
C 2.007 0.389 0.801 -0.26 -0.36 0.15
C -0.070 0.556 -2.513 0.11 0.09 0.06
C 0.864 0.671 -0.139 0.21 2.10 -0.08
C -1.304 -1.581 1.934 -0.15 0.13 -0.12
H 0.292 2.261 0.839 -0.06 -0.26 0.16
H 1.860 -1.113 -2.689 0.00 0.24 -0.04
H 0.145 0.166 -3.507 -0.03 -0.08 0.05
H -0.782 -1.017 2.710 0.04 0.01 0.02
H -1.814 -1.326 -0.178 -0.08 -0.02 0.08
H 2.178 -0.683 0.869 0.09 -0.02 0.01
H -2.296 -1.829 2.313 0.01 -0.05 0.01
H -0.092 1.645 -2.550 -0.02 -0.03 -0.01
H -1.858 0.897 1.691 -0.32 -0.35 0.26
H 1.800 0.778 1.799 -0.03 0.06 -0.07
H 2.927 0.831 0.418 -0.05 0.04 -0.04
H -0.271 -0.520 0.309 -1.19 -0.73 0.44
H -1.064 0.237 -2.192 0.00 -0.02 -0.02
H -0.755 -2.504 1.751 -0.02 0.00 0.01
H -1.262 1.298 0.170 -1.68 -1.70 0.92
```
Positions in Å, forces in eV/Å.

Values from the calculation:
Structure (SMILES): [H]/N=C(C)/C(C)=N/[H].CCN
HOMO-LUMO gap, eV: 9.043
HOMO energy, eV: -8.8
Energy above the lowest of the compared OMol25 structures with the same formula, charge and spin, kJ/mol: 230.03
Lowest unoccupied orbital energy, eV: 0.3

6.
Below is a single C6H15N3 molecule at a distorted geometry, with properties calculated with the ωB97M-V functional and the def2-TZVPD basis.

```
24
Properties=species:S:1:pos:R:3:forces:R:3
N 0.733 -1.111 -0.354 -0.25 -0.47 1.03
N 0.448 1.556 -0.260 2.24 -0.48 -0.56
N 2.810 1.090 -0.368 -1.86 0.03 -0.52
C -1.628 -1.502 0.365 0.15 0.16 0.06
C -0.435 -0.548 0.454 0.24 0.07 -0.24
C 1.507 0.886 -0.789 0.32 1.43 0.29
C -0.757 0.837 -0.064 -1.47 -0.40 0.13
C -1.720 0.966 -1.216 0.22 -0.18 -0.03
C 0.061 -0.470 1.907 -0.09 -0.27 -0.21
H -2.476 -1.087 0.903 -0.11 0.04 0.08
H -1.792 2.016 -1.504 -0.07 0.00 -0.04
H -1.379 -2.472 0.800 0.01 -0.01 0.01
H 3.565 0.619 -0.842 -0.10 0.40 0.22
H 1.276 -1.807 0.152 -0.19 -0.16 -0.03
H -1.443 0.403 -2.135 -0.08 0.02 -0.14
H 0.623 2.360 0.329 0.44 -0.10 0.17
H 1.366 0.367 -1.721 0.20 0.35 0.01
H -0.718 -0.032 2.529 0.02 0.00 -0.06
H 2.955 1.774 0.362 0.31 -0.40 -0.12
H -1.936 -1.657 -0.669 0.00 0.00 -0.07
H 0.307 -1.462 2.296 0.07 -0.09 0.08
H -2.722 0.641 -0.937 -0.08 -0.01 -0.07
H 0.404 -1.519 -1.224 -0.01 -0.04 0.04
H 0.951 0.152 1.984 0.10 0.12 -0.01
```
Positions in Å, forces in eV/Å.

Values from the calculation:
HOMO-LUMO gap, eV: 5.807
HOMO energy, eV: -5.2
Energy above the lowest of the compared OMol25 structures with the same formula, charge and spin, kJ/mol: 341.46
Lowest unoccupied orbital energy, eV: 0.6

Q: Number 4 is which compound?
A: C6H15N2Si